51
Properties=species:S:1:pos:R:3:forces:R:3 method="wB97M-V/def2-TZVPD" homo_lumo_gap_ev=8.97 e_tot_ev=-58022.65213 e_above_lowest_kj_mol=24.5
C 1.586 1.185 -4.773 0.0 0.2 0.2
C 0.707 0.328 -3.882 0.2 -0.2 -0.3
N 1.529 -0.516 -2.980 -0.4 -0.2 0.2
S 1.809 -0.129 -1.407 0.2 0.1 -0.1
C 3.461 -0.688 -1.157 0.0 0.0 0.0
O 1.782 1.301 -1.313 0.0 0.0 0.0
O 0.963 -0.930 -0.555 0.0 0.0 0.0
C -0.474 1.106 -3.276 0.0 0.0 0.0
O -0.839 2.147 -3.787 0.0 0.0 0.0
N -1.142 0.495 -2.274 0.0 0.0 0.0
C -2.357 1.041 -1.683 0.0 0.0 0.0
C -3.059 -0.096 -0.955 0.0 0.0 0.0
N -2.267 -0.211 0.272 0.0 0.0 0.0
C -1.895 -1.433 0.706 0.1 0.0 -0.1
O -2.277 -2.474 0.187 0.0 0.0 0.0
C -0.942 -1.520 1.875 0.0 0.0 0.0
C -0.056 -2.629 1.874 0.0 0.0 0.0
C 0.802 -2.771 2.913 0.0 0.0 0.0
Cl 1.929 -4.085 2.939 0.0 0.0 0.0
C 0.780 -1.840 3.985 0.0 0.0 0.0
C 1.605 -1.875 5.128 0.0 0.0 0.0
C 1.456 -0.904 6.076 0.0 0.0 0.0
N 0.554 0.106 5.995 0.0 0.0 0.0
C -0.214 0.147 4.941 0.0 0.0 0.0
C -0.158 -0.797 3.885 0.0 0.0 0.0
N -1.003 -0.638 2.831 0.0 0.0 0.0
C -1.632 1.079 0.603 0.0 0.0 0.0
C -2.090 2.013 -0.524 0.0 0.0 0.0
C -1.131 3.158 -0.788 0.0 0.0 0.0
H 0.974 1.726 -5.490 0.0 0.0 0.0
H 2.135 1.915 -4.178 0.0 0.0 0.0
H 2.296 0.549 -5.301 0.0 0.0 0.0
H 0.208 -0.404 -4.526 0.0 0.0 0.0
H 1.304 -1.501 -3.047 0.0 0.0 0.0
H 3.695 -0.499 -0.111 0.0 0.0 0.0
H 3.511 -1.755 -1.365 0.0 0.0 0.0
H 4.120 -0.126 -1.813 0.0 0.0 0.0
H -0.754 -0.327 -1.835 0.0 0.0 0.0
H -2.951 1.492 -2.476 0.0 0.0 0.0
H -4.095 0.165 -0.727 0.0 0.0 0.0
H -3.050 -1.042 -1.492 0.0 0.0 0.0
H -0.087 -3.321 1.047 0.0 0.0 0.0
H 2.339 -2.658 5.250 0.0 0.0 0.0
H 2.075 -0.906 6.965 0.0 0.0 0.0
H -0.941 0.949 4.865 0.0 0.0 0.0
H -1.937 1.432 1.584 0.0 0.0 0.0
H -0.545 0.972 0.598 0.0 0.0 0.0
H -3.070 2.421 -0.253 0.0 0.0 0.0
H -0.146 2.786 -1.068 0.0 0.0 0.0
H -1.494 3.796 -1.592 0.0 0.0 0.0
H -1.017 3.766 0.112 0.0 0.0 0.0

***

10
Properties=species:S:1:pos:R:3:forces:R:3 method="wB97M-V/def2-TZVPD" homo_lumo_gap_ev=9.52 e_tot_ev=-8200.68832 e_above_lowest_kj_mol=308.5
N 1.434 -0.169 -0.068 -0.2 0.0 0.2
C 0.100 0.156 -0.208 0.1 -0.1 0.3
C -0.488 1.394 0.240 -0.2 -0.2 0.2
N -1.040 0.628 1.069 0.7 0.6 -0.2
C -0.847 -0.945 -0.532 -0.3 -0.3 0.3
O -0.596 -2.109 -0.298 0.1 0.6 -0.7
H 1.643 -1.157 -0.155 -0.2 0.1 0.2
H 1.996 0.304 0.627 -0.2 0.1 -0.2
H -0.371 2.480 0.156 0.0 -0.3 -0.1
H -1.840 -0.568 -0.858 0.3 -0.3 0.0

***

19
Properties=species:S:1:pos:R:3:forces:R:3 method="wB97M-V/def2-TZVPD" charge=+1 homo_lumo_gap_ev=9.06 e_tot_ev=-8805.99576 e_above_lowest_kj_mol=167.7
C 1.593 0.693 -0.663 -0.2 0.4 0.6
C 0.992 -0.249 0.408 0.1 -0.2 -0.6
C -0.499 -0.366 0.361 -0.5 -0.3 0.2
C -1.310 0.500 -0.240 0.5 -0.2 0.1
N -2.752 0.273 -0.134 -0.4 0.5 -0.2
N -1.155 -1.498 0.998 0.6 0.3 -0.2
N 3.035 0.746 -0.752 0.0 -0.1 0.3
H 1.266 1.715 -0.444 0.0 0.0 -0.1
H 1.157 0.437 -1.627 0.1 -0.1 -0.2
H 1.274 0.033 1.427 0.1 0.1 0.0
H 1.409 -1.247 0.227 -0.1 0.0 0.2
H -1.005 1.363 -0.803 -0.1 0.1 0.0
H -3.203 0.172 -1.046 0.0 -0.1 0.0
H -2.899 -0.585 0.420 0.2 -0.1 0.1
H -3.204 1.063 0.334 -0.1 -0.1 0.0
H -0.732 -1.657 1.910 -0.1 0.1 0.1
H -0.879 -2.318 0.463 -0.2 -0.2 0.0
H 3.480 -0.139 -0.963 -0.2 -0.1 -0.1
H 3.431 1.066 0.123 0.1 0.1 -0.1

***

74
Properties=species:S:1:pos:R:3:forces:R:3 method="wB97M-V/def2-TZVPD" charge=+2 homo_lumo_gap_ev="8.68 / 4.24" s_squared=6.0149 spin_multiplicity=5 e_tot_ev=-70599.43652 e_above_lowest_kj_mol=55.6
Rh -0.651 -0.889 0.049 0.3 -0.9 0.9
O -3.249 -5.028 3.264 -0.1 -0.5 -2.6
C -2.804 -4.110 4.023 -0.7 -0.3 5.3
O -2.955 -4.175 5.267 0.6 0.5 -2.8
C -2.101 -2.938 3.497 0.3 0.2 -1.2
C -1.582 -1.873 4.234 -0.4 -0.4 0.2
Cl -1.671 -1.611 5.891 0.2 0.2 -0.2
N -1.018 -1.013 3.370 0.4 0.4 -0.3
N -1.151 -1.474 2.104 0.5 0.8 -0.7
C -1.795 -2.628 2.162 -0.4 -0.5 0.6
C -2.077 -3.350 0.868 -0.7 -1.2 1.8
O -2.667 -4.431 0.919 0.6 1.0 -1.0
O -1.685 -2.758 -0.182 0.7 1.2 -1.1
C -0.319 0.219 3.602 -0.1 -0.2 0.0
C 0.704 0.275 4.533 0.1 0.0 0.0
C 1.392 1.470 4.690 0.0 0.0 0.0
C 1.067 2.576 3.915 0.0 0.0 0.0
C 0.042 2.498 2.981 0.0 0.1 0.0
C -0.663 1.316 2.826 0.1 0.0 0.0
H -3.053 -4.825 2.246 -0.3 -0.5 1.5
H 0.978 -0.594 5.116 -0.1 0.0 0.0
H 2.188 1.531 5.418 0.0 0.0 0.0
H 1.609 3.503 4.047 0.0 0.0 0.0
H -0.224 3.360 2.383 0.0 0.0 0.0
H -1.486 1.255 2.126 -0.1 0.0 0.0
C -3.895 -0.163 -0.972 0.1 -0.2 0.2
P -2.209 0.446 -1.230 -0.7 0.5 -0.8
C -1.701 0.013 -2.897 0.2 0.0 0.2
C -2.559 -0.632 -3.786 -0.1 -0.1 0.0
C -2.112 -0.966 -5.055 -0.1 0.0 0.0
C -0.815 -0.661 -5.441 0.0 0.0 0.0
C 0.046 -0.018 -4.559 0.0 0.0 0.0
C -0.390 0.311 -3.287 0.1 0.0 0.0
C -2.271 2.238 -1.064 0.1 -0.2 0.2
C -1.840 3.089 -2.079 0.1 0.1 -0.1
C -1.929 4.464 -1.908 0.0 -0.1 -0.1
C -2.447 4.990 -0.734 0.0 0.0 0.0
C -2.885 4.144 0.279 0.0 0.0 0.0
C -2.794 2.773 0.117 -0.1 0.0 0.1
H -4.582 0.357 -1.640 0.1 0.0 0.0
H -4.198 0.031 0.057 0.0 0.0 0.0
H -3.926 -1.238 -1.154 0.0 0.0 0.0
H -3.575 -0.873 -3.502 0.0 0.0 0.0
H -2.781 -1.461 -5.745 0.0 0.0 0.0
H -0.475 -0.919 -6.435 0.0 0.0 0.0
H 1.052 0.231 -4.871 0.0 0.0 0.0
H 0.275 0.829 -2.603 0.0 0.0 0.0
H -1.454 2.689 -3.006 0.0 0.0 0.0
H -1.605 5.123 -2.701 0.0 0.0 0.0
H -2.523 6.062 -0.610 0.0 0.0 0.0
H -3.309 4.555 1.185 0.0 0.0 0.0
H -3.163 2.122 0.903 0.0 0.0 0.0
C 3.565 -1.035 -3.086 0.0 0.0 0.0
C 3.688 -1.901 -1.839 0.0 -0.1 -0.1
N 3.649 -1.138 -0.584 -0.5 0.1 0.1
C 4.937 -0.654 -0.049 0.1 0.0 0.1
C 5.272 0.772 -0.466 0.0 0.0 0.0
C 2.497 -0.830 -0.002 0.9 0.0 0.4
C 2.509 -0.172 1.343 -0.1 0.0 -0.1
N 1.325 -1.105 -0.550 -0.9 0.0 -0.4
H 3.548 -1.668 -3.972 0.0 0.0 0.0
H 4.409 -0.354 -3.178 0.0 0.0 0.0
H 2.651 -0.438 -3.070 0.0 0.0 0.0
H 4.629 -2.447 -1.846 0.0 0.0 0.0
H 2.905 -2.662 -1.807 0.0 0.0 0.0
H 5.699 -1.338 -0.418 0.0 0.0 0.0
H 4.933 -0.755 1.034 0.0 0.0 0.0
H 5.493 0.835 -1.530 0.0 0.0 0.0
H 6.151 1.115 0.077 0.0 0.0 0.0
H 4.454 1.460 -0.251 0.0 0.0 0.0
H 3.065 -0.778 2.058 0.0 0.0 0.0
H 1.491 -0.051 1.701 0.0 0.0 0.0
H 2.976 0.812 1.301 0.0 0.0 0.0
H 1.388 -1.509 -1.478 0.0 0.0 -0.1

***

98
Properties=species:S:1:pos:R:3:forces:R:3 method="wB97M-V/def2-TZVPD" homo_lumo_gap_ev="5.95 / 6.79" s_squared=8.7603 spin_multiplicity=6 e_tot_ev=-133810.34498 e_above_lowest_kj_mol=4.3
Mn -0.229 -0.811 0.275 -1.1 0.4 0.5
C -2.053 5.550 1.511 0.1 0.0 -0.1
C -1.617 5.071 0.130 -0.1 0.0 0.2
N -0.512 4.122 0.208 0.0 -0.1 0.0
C 0.824 4.681 0.070 0.1 -0.1 -0.2
C 1.280 4.697 -1.387 0.0 0.1 0.1
C -0.744 2.792 0.318 0.1 -0.2 0.1
S 0.607 1.727 0.356 0.0 0.0 0.0
N -2.037 2.466 0.375 -0.3 0.4 -0.1
C -2.579 1.261 0.491 0.6 -0.2 0.2
O -1.991 0.162 0.678 -0.9 0.5 0.0
C -4.076 1.250 0.436 -0.2 0.1 -0.1
C -4.790 2.423 0.194 0.1 0.0 0.0
C -6.173 2.410 0.121 0.0 0.0 0.0
C -6.863 1.218 0.287 -0.1 0.0 0.0
C -6.163 0.046 0.531 0.0 0.0 0.0
C -4.780 0.062 0.604 0.1 -0.1 -0.1
H -2.913 6.215 1.422 0.0 0.0 0.0
H -1.248 6.090 2.012 0.0 0.0 0.0
H -2.332 4.694 2.126 0.0 0.0 0.0
H -1.293 5.917 -0.480 0.0 0.0 0.0
H -2.451 4.582 -0.365 0.0 0.1 -0.1
H 1.513 4.084 0.663 0.0 0.1 0.1
H 0.807 5.696 0.473 -0.1 0.0 0.0
H 1.418 3.677 -1.744 0.0 0.0 0.0
H 2.228 5.230 -1.479 0.0 0.0 0.0
H 0.541 5.193 -2.017 0.0 0.0 0.0
H -4.244 3.342 0.058 0.0 0.1 0.0
H -6.708 3.330 -0.073 0.0 0.0 0.0
H -7.945 1.203 0.224 0.0 0.0 0.0
H -6.691 -0.891 0.659 0.0 0.0 0.0
H -4.241 -0.857 0.777 0.0 0.1 -0.1
Cl 1.396 -6.602 2.544 0.0 0.0 0.1
C 0.901 -5.643 1.184 0.0 0.1 -0.1
C 0.879 -6.187 -0.091 0.0 0.0 0.0
C 0.486 -5.368 -1.135 0.0 0.0 0.1
C 0.149 -4.047 -0.865 0.0 -0.1 -0.2
N 0.166 -3.539 0.362 0.1 0.1 -0.2
C 0.527 -4.323 1.369 0.1 0.0 0.2
H 1.154 -7.222 -0.249 0.0 0.0 0.0
H 0.435 -5.748 -2.146 0.0 0.0 0.0
H -0.159 -3.370 -1.653 0.0 0.0 0.0
H 0.514 -3.891 2.365 0.0 0.0 0.0
I -4.719 3.741 -4.630 0.1 -0.2 0.0
C -3.797 2.009 -3.864 -0.2 0.3 -0.1
C -2.462 2.062 -3.502 0.0 0.0 -0.1
C -1.878 0.942 -2.933 0.0 0.0 0.0
C -2.624 -0.211 -2.718 0.0 0.1 0.2
C -3.955 -0.251 -3.118 0.1 0.0 0.0
C -4.550 0.858 -3.698 0.0 0.0 0.0
C -2.021 -1.385 -1.979 0.3 -0.3 -0.4
O -2.659 -2.425 -1.844 -0.1 0.2 0.1
O -0.803 -1.207 -1.576 -0.5 -0.2 -0.6
H -1.885 2.964 -3.663 0.0 0.0 0.0
H -0.837 0.958 -2.636 0.0 0.0 0.1
H -4.516 -1.162 -2.960 0.0 0.0 0.1
H -5.588 0.828 -4.001 0.0 0.0 0.0
C 6.072 -0.131 -1.060 0.0 0.1 -0.2
O 5.292 -1.164 -0.489 -0.2 -0.2 -0.1
C 4.997 -1.106 0.826 -0.1 -0.4 0.0
C 5.427 -0.085 1.658 0.1 0.1 0.1
C 5.223 -0.155 3.027 0.0 0.0 -0.1
C 4.602 -1.261 3.577 -0.1 0.0 0.2
C 4.126 -2.263 2.750 -0.1 0.0 -0.1
C 4.280 -2.195 1.372 0.0 0.6 0.2
N 3.853 -3.293 0.603 -0.2 -0.2 -0.4
C 3.523 -3.380 -0.693 0.0 0.4 0.1
C 3.007 -2.417 -1.555 0.0 0.2 0.4
C 3.299 -2.592 -2.938 0.0 -0.1 -0.4
C 2.982 -1.655 -3.870 0.4 -0.5 -0.2
C 2.318 -0.476 -3.476 -0.2 0.2 0.6
C 1.932 -0.300 -2.178 0.1 0.3 -0.9
C 2.203 -1.266 -1.177 -0.4 0.0 0.8
O 1.638 -1.125 -0.033 3.0 -0.9 -0.6
H 6.216 -0.426 -2.097 0.0 0.1 0.0
H 7.044 -0.040 -0.568 0.0 0.0 0.0
H 5.553 0.830 -1.031 0.0 0.0 0.0
H 5.960 0.760 1.244 -0.1 0.0 0.0
H 5.576 0.648 3.660 0.0 0.0 0.0
H 4.470 -1.339 4.647 0.0 0.0 0.0
H 3.628 -3.126 3.177 -0.1 0.0 0.0
H 3.867 -4.170 1.104 0.3 -0.1 -0.1
H 3.776 -4.342 -1.128 -0.2 -0.2 0.0
H 3.840 -3.485 -3.233 0.0 0.0 0.0
H 3.247 -1.805 -4.908 0.0 0.0 0.0
H 2.086 0.282 -4.213 0.0 0.0 0.0
H 1.354 0.565 -1.879 0.1 0.0 0.0
I -2.630 -2.840 1.781 -0.1 -0.1 0.4
C -1.487 -1.576 3.010 0.1 -0.2 -0.3
C -1.961 -1.253 4.270 0.0 0.0 0.2
C -1.231 -0.364 5.040 0.1 0.0 -0.2
C -0.063 0.166 4.513 0.0 0.0 0.2
C 0.334 -0.223 3.249 0.1 -0.2 -0.1
N -0.353 -1.093 2.498 -0.5 -0.1 0.6
H -2.884 -1.685 4.628 0.0 0.0 0.0
H -1.581 -0.073 6.022 0.0 0.0 0.0
H 0.537 0.875 5.067 0.0 0.0 0.0
H 1.225 0.172 2.787 0.1 0.1 0.0

***

9
Properties=species:S:1:pos:R:3:forces:R:3 method="wB97M-V/def2-TZVPD" homo_lumo_gap_ev=8.58 e_tot_ev=-16516.86555 e_above_lowest_kj_mol=326.5
C -0.979 -0.998 0.212 -3.4 -0.3 0.6
C -2.280 -1.142 0.374 2.5 0.6 -0.7
C -0.064 0.011 -0.023 -2.5 1.6 0.0
C 1.386 0.128 -0.007 1.9 0.2 -1.3
N -0.908 1.050 -0.321 1.2 -1.3 0.2
S -2.544 0.496 -0.186 1.5 -1.0 0.5
H 1.556 1.181 -0.415 0.4 -1.6 0.4
H 1.903 -0.723 -0.566 -0.9 1.4 -0.1
H 1.929 -0.003 0.932 -0.8 0.5 0.5

***

27
Properties=species:S:1:pos:R:3:forces:R:3 method="wB97M-V/def2-TZVPD" homo_lumo_gap_ev=10.21 e_tot_ev=-18718.37434 e_above_lowest_kj_mol=362.9
O -0.188 1.940 -1.906 0.7 -2.1 1.5
H -0.300 2.618 -2.537 0.5 1.9 -0.1
H 0.199 2.064 -0.990 -0.5 1.3 -2.0
O 2.331 -0.623 2.670 1.9 1.0 -1.1
H 3.183 -0.172 2.285 -2.5 -1.3 1.0
H 1.874 -1.104 1.957 0.6 0.3 0.3
O 1.901 0.235 -0.257 1.2 -0.6 2.7
H 2.503 -0.371 0.269 -1.0 1.4 -0.8
H 1.879 -0.217 -1.067 -0.3 -0.7 -2.1
O -3.039 -2.778 -2.803 -1.7 -2.0 -1.7
H -2.713 -1.957 -3.040 0.8 2.7 -0.9
H -2.731 -2.947 -1.951 0.7 -0.6 2.4
O -1.423 0.161 -3.170 -0.8 -1.7 -0.7
H -1.193 0.999 -2.770 0.3 -0.1 0.6
H -1.119 -0.526 -2.553 0.0 0.7 -0.3
O -1.009 -0.295 2.374 0.2 0.5 -0.3
H -1.237 -1.218 2.358 -0.2 -0.6 0.1
H -0.055 -0.267 2.235 0.0 0.2 0.2
O 2.849 2.396 2.937 0.4 -0.1 1.4
H 2.137 1.806 3.201 -0.1 0.0 -0.3
H 2.829 2.494 2.004 -0.4 0.1 -1.3
O -1.926 -3.340 -0.250 1.8 0.1 -0.1
H -1.260 -4.032 -0.433 -0.8 -0.2 0.1
H -1.299 -2.589 -0.243 -0.8 0.0 0.2
O -0.381 2.599 0.537 2.1 -1.5 -0.1
H -0.909 3.294 0.839 -1.5 1.4 0.6
H -0.904 1.831 0.305 -0.8 0.1 0.5

***

11
Properties=species:S:1:pos:R:3:forces:R:3 method="wB97M-V/def2-TZVPD" homo_lumo_gap_ev=9.09 e_tot_ev=-20150.70877 e_above_lowest_kj_mol=353.7
C 0.082 -0.211 -0.480 -1.0 0.2 -0.8
C -0.662 0.056 0.791 -0.4 1.2 3.5
C -1.212 -0.852 -0.113 1.7 -1.3 -1.3
O -3.588 0.415 1.201 -0.3 -0.3 -0.9
O -2.079 -1.601 -0.458 -0.3 -0.7 0.0
O -2.916 0.760 -1.131 -0.8 0.2 0.2
S -3.742 0.039 -0.191 -0.4 1.0 0.5
H 0.143 0.535 -1.264 0.0 -0.1 0.0
H 0.904 -0.818 -0.270 1.4 -0.8 -0.3
H -0.228 -0.281 1.758 -0.3 0.1 -0.8
H -1.289 0.915 0.963 0.2 0.6 -0.2